A structure of composition C9H14BCl2LaN4S5Sb. Source: OMol25; level of theory: ωB97M-V with the def2-TZVPD basis set.

Geometry (Å):
La: 0.985 1.754 0.655
S: 2.104 2.152 3.277
Sb: 1.116 4.313 2.779
S: 2.907 3.866 1.255
S: -0.780 3.673 1.457
C: -2.482 2.113 -1.659
N: -2.595 0.776 -1.107
C: -3.742 0.234 -0.568
C: -3.425 -1.022 -0.182
N: -2.107 -1.256 -0.492
B: -1.446 -2.653 -0.237
N: -0.007 -2.528 0.363
C: 1.003 -3.368 -0.041
C: 2.106 -3.100 0.691
N: 1.764 -2.070 1.544
C: 2.641 -1.492 2.546
C: 0.467 -1.730 1.329
S: -0.347 -0.464 2.162
C: -1.609 -0.147 -1.047
S: 0.017 0.101 -1.583
H: -3.460 2.415 -2.028
H: -1.768 2.096 -2.478
H: -2.146 2.820 -0.898
H: -4.657 0.793 -0.502
H: -4.021 -1.776 0.297
H: -1.326 -3.248 -1.279
H: -2.171 -3.227 0.535
H: 0.839 -4.087 -0.822
H: 3.089 -3.534 0.698
H: 3.281 -2.277 2.943
H: 2.033 -1.066 3.340
H: 3.266 -0.703 2.122
Cl: 3.094 1.542 -1.654
C: 2.098 2.532 -2.771
Cl: 0.940 3.568 -1.928
H: 1.551 1.838 -3.399
H: 2.786 3.163 -3.319

Atoms 1-6, force components in eV/Å:
-0.4 -0.5 0.3
0.0 0.0 0.3
0.0 0.1 0.3
0.2 0.1 -0.3
-0.1 0.1 -0.1
0.0 0.0 0.0

Highest occupied orbital energy (alpha / beta), eV: -7.806 / -8.035
Energy relative to the best compared isomer or geometry (same formula, charge and spin), kJ/mol: 0.0
2S+1: 2
Total charge: 0
Largest force on an atom, hartree/bohr: 0.015
⟨S²⟩: 0.76
LUMO level (alpha / beta), eV: -0.114 / -1.263

***

A structure of composition C9H14BF2NRhSSe2 in a non-equilibrium geometry. Source: OMol25; level of theory: ωB97M-V with the def2-TZVPD basis set.

Geometry (Å):
Rh: -0.627 0.255 0.968
C: 3.231 0.087 -0.726
Se: 2.040 0.120 0.841
C: 2.181 2.061 1.160
C: 1.451 2.901 0.127
Se: -0.508 2.709 0.368
C: -1.138 3.159 -1.418
H: 4.241 0.335 -0.408
H: 2.892 0.802 -1.472
H: 3.209 -0.914 -1.149
H: 3.242 2.314 1.192
H: 1.758 2.234 2.152
H: 1.687 2.610 -0.901
H: 1.712 3.956 0.261
H: -0.657 2.539 -2.169
H: -0.958 4.213 -1.608
H: -2.209 2.962 -1.420
S: -2.888 0.015 -0.210
C: -2.203 -1.565 -0.429
C: -2.927 -2.716 -0.729
C: -2.238 -3.912 -0.817
C: -0.856 -3.922 -0.643
C: -0.205 -2.726 -0.390
N: -0.868 -1.583 -0.264
H: -3.994 -2.653 -0.855
H: -2.767 -4.828 -1.026
H: -0.304 -4.846 -0.693
H: 0.875 -2.670 -0.287
F: -1.529 -1.338 3.498
B: -1.017 -0.207 3.035
F: -0.625 0.607 4.011

Atoms 1-6, force components in eV/Å:
-1.2 -1.4 -2.4
-0.7 0.0 -0.4
0.2 0.7 1.1
0.0 -0.1 0.0
-0.1 -0.1 -0.1
0.4 0.8 1.1

Highest occupied orbital energy, eV: -11.584
Energy relative to the best compared isomer or geometry (same formula, charge and spin), kJ/mol: 314.7
Total charge: +1
Largest force on an atom, hartree/bohr: 0.058
LUMO level, eV: -4.912

***

A structure of composition C9H14BrN2O8PReSe4Te in a non-equilibrium geometry. Source: OMol25; level of theory: ωB97M-V with the def2-TZVPD basis set.

Geometry (Å):
Re: 1.285 1.329 -0.695
Se: 3.655 1.332 -0.180
Se: 4.015 1.752 1.949
Te: 0.839 4.433 1.819
Se: 1.180 3.657 -0.475
N: 1.131 -1.235 3.464
C: 0.379 0.050 3.605
P: -0.314 0.338 1.934
O: -0.806 -0.955 1.409
O: 0.846 1.109 1.302
C: -1.690 1.473 2.333
N: -2.299 2.143 1.150
H: 0.485 -2.017 3.375
H: 1.773 -1.398 4.235
H: 1.718 -1.251 2.532
H: 1.086 0.846 3.832
H: -0.371 -0.042 4.390
H: -1.310 2.236 3.011
H: -2.453 0.870 2.825
H: -1.575 2.691 0.668
H: -2.643 1.447 0.443
H: -3.043 2.776 1.433
Br: 0.994 1.251 -3.158
C: -0.203 -0.264 -3.314
C: 0.117 -1.148 -4.323
C: -0.670 -2.276 -4.509
C: -1.768 -2.496 -3.696
C: -2.083 -1.587 -2.699
C: -1.306 -0.455 -2.482
C: -1.701 0.436 -1.342
O: -2.854 0.424 -0.909
O: -0.819 1.204 -0.802
H: 0.983 -0.971 -4.947
H: -0.408 -2.984 -5.285
H: -2.377 -3.380 -3.831
H: -2.937 -1.736 -2.053
O: 2.532 -1.507 1.451
Se: 2.597 -1.599 -0.180
O: 2.792 -3.088 -0.747
O: 1.301 -0.796 -0.913
O: 3.923 -0.614 -0.618

Atoms 1-6, force components in eV/Å:
-2.1 -0.5 0.8
0.9 -0.2 -0.3
-0.1 0.0 0.2
0.0 -0.1 0.0
0.2 0.4 -0.2
-0.3 0.3 0.4

Highest occupied orbital energy (alpha / beta), eV: -7.358 / -7.268
Energy relative to the best compared isomer or geometry (same formula, charge and spin), kJ/mol: 233.2
2S+1: 2
Total charge: 0
Largest force on an atom, hartree/bohr: 0.045
⟨S²⟩: 0.81
LUMO level (alpha / beta), eV: -1.773 / -1.768

***

A structure of composition C9H14Cl14F12NO4PS2V in a non-equilibrium geometry. Source: OMol25; level of theory: ωB97M-V with the def2-TZVPD basis set.

Geometry (Å):
V: 1.133 47.997 1.291
P: 0.371 48.582 4.171
F: 1.879 48.711 3.520
F: 0.500 49.918 5.038
F: -0.207 49.450 2.933
F: -1.102 48.252 4.703
F: 0.377 47.227 3.216
F: 0.952 47.724 5.410
C: -0.062 45.818 -1.976
F: -0.218 46.909 -2.700
F: -0.721 44.824 -2.506
F: 1.234 45.543 -1.938
S: -0.731 46.074 -0.217
O: -2.072 45.577 -0.166
O: 0.289 45.539 0.662
N: -0.555 47.764 0.140
S: -1.794 48.605 -0.525
O: -1.362 49.962 -0.721
O: -2.395 47.954 -1.651
C: -3.163 48.711 0.794
F: -3.829 49.821 0.561
F: -3.973 47.685 0.704
F: -2.614 48.791 1.980
C: -3.356 43.020 -1.757
Cl: -1.980 42.099 -2.394
Cl: -4.858 42.105 -1.974
H: -3.208 43.252 -0.708
H: -3.471 43.955 -2.298
C: -3.517 46.943 -4.185
Cl: -3.452 45.197 -4.590
Cl: -3.634 47.928 -5.636
H: -4.417 47.098 -3.603
H: -2.621 47.224 -3.651
C: 2.954 48.211 -3.308
Cl: 3.557 48.841 -4.856
Cl: 1.713 49.273 -2.625
H: 2.555 47.225 -3.507
H: 3.773 48.179 -2.599
C: -3.953 45.398 3.018
Cl: -4.516 44.175 4.174
Cl: -2.188 45.609 3.029
H: -4.163 45.017 2.027
H: -4.425 46.340 3.259
C: -6.821 49.963 -1.263
Cl: -6.605 50.603 0.381
Cl: -5.259 49.593 -2.053
H: -7.385 49.042 -1.199
H: -7.318 50.729 -1.842
C: 3.005 42.619 -1.151
Cl: 4.549 41.767 -1.110
Cl: 2.583 43.254 0.460
H: 3.075 43.466 -1.827
H: 2.229 41.976 -1.556
C: 0.820 52.388 -0.291
Cl: 1.084 50.813 0.523
Cl: 1.977 53.589 0.237
H: 0.843 52.212 -1.363
H: -0.205 52.668 -0.066

Atoms 1-6, force components in eV/Å:
-1.3 -0.1 1.4
-0.7 0.1 4.0
0.8 0.9 -0.6
0.2 -0.3 -0.7
0.3 -0.5 -0.9
0.3 0.3 -0.9

Highest occupied orbital energy (alpha / beta), eV: -10.883 / -10.883
Energy relative to the best compared isomer or geometry (same formula, charge and spin), kJ/mol: 78.5
2S+1: 4
Total charge: 0
Largest force on an atom, hartree/bohr: 0.080
⟨S²⟩: 3.75
LUMO level (alpha / beta), eV: -2.149 / -2.074

***

A structure of composition C9H14ClF6N3O5S2 in a non-equilibrium geometry. Source: OMol25; level of theory: ωB97M-V with the def2-TZVPD basis set.

Geometry (Å):
N: 2.179 1.324 4.401
N: 1.020 1.484 3.659
C: 0.007 0.564 3.917
C: -1.283 0.958 2.983
C: -1.029 2.610 3.033
C: 0.591 2.509 2.633
O: 1.447 3.679 2.955
C: 0.785 2.213 1.032
C: 2.250 1.601 0.612
C: 2.101 0.241 -0.345
Cl: 3.638 0.019 -1.404
H: 3.012 1.758 3.946
H: 2.022 1.916 5.271
H: 0.016 -0.349 4.656
H: -1.432 0.459 1.935
H: -2.253 0.757 3.608
H: -0.978 2.983 4.156
H: -1.661 3.280 2.311
H: 2.411 3.449 2.708
H: 0.663 3.265 0.483
H: -0.027 1.512 0.554
H: 2.920 1.310 1.529
H: 2.811 2.407 -0.052
H: 1.988 -0.737 0.289
H: 1.197 0.296 -1.086
C: 0.181 -2.088 -5.475
F: 1.450 -1.750 -5.847
F: -0.641 -1.131 -6.004
F: -0.119 -3.242 -6.144
S: -0.022 -2.258 -3.671
O: 0.311 -0.933 -3.139
O: 0.913 -3.321 -3.296
N: -1.559 -2.643 -3.687
S: -2.130 -2.898 -2.230
O: -2.249 -1.724 -1.362
O: -1.672 -4.115 -1.556
C: -3.845 -3.270 -2.729
F: -3.921 -4.349 -3.566
F: -4.427 -2.236 -3.406
F: -4.665 -3.547 -1.674

Atoms 1-6, force components in eV/Å:
1.0 2.1 1.4
-4.8 -5.3 0.4
0.7 2.0 -2.7
-0.6 1.2 2.5
2.3 -0.5 -0.3
0.3 2.4 -1.3

Highest occupied orbital energy, eV: -8.664
Total charge: 0
Largest force on an atom, hartree/bohr: 0.140
LUMO level, eV: -3.201

***

A cluster of 2 separate species, C9H14ClN3O in total in a non-equilibrium geometry. Source: OMol25; level of theory: ωB97M-V with the def2-TZVPD basis set.

Geometry (Å):
C: -2.718 -1.305 0.981
C: -2.174 -0.767 -0.066
C: -2.643 0.665 -0.620
C: -1.179 -1.509 -0.948
C: 0.205 -1.952 -0.152
C: 0.771 -0.832 0.836
C: 1.769 0.115 0.124
O: 2.870 -0.150 -0.229
N: 1.451 1.477 0.046
C: 1.963 2.496 -0.622
N: 1.409 3.662 -0.252
C: 0.525 3.246 0.722
N: 0.502 2.009 0.924
H: -2.695 -2.387 1.320
H: -3.294 -0.625 1.580
H: -3.350 1.117 0.069
H: -3.086 0.556 -1.636
H: -1.788 1.348 -0.889
H: -0.890 -0.862 -1.799
H: -1.506 -2.467 -1.346
H: 0.055 -2.836 0.468
H: 0.925 -2.248 -0.888
H: 0.041 -0.243 1.298
H: 1.278 -1.254 1.709
H: 2.672 2.501 -1.307
H: -0.048 4.077 1.320
Cl: 4.724 -2.370 0.108
H: 4.210 -1.460 -0.753

Atoms 1-6, force components in eV/Å:
-1.0 -1.3 2.0
0.5 1.4 -3.2
1.6 -1.2 -0.4
2.2 -0.1 0.9
-1.5 1.8 0.7
1.2 -0.7 -1.8

Highest occupied orbital energy, eV: -9.694
Energy relative to the best compared isomer or geometry (same formula, charge and spin), kJ/mol: 185.4
Total charge: 0
Largest force on an atom, hartree/bohr: 0.092
LUMO level, eV: 0.159

***

> total charge of number 5 (C9H14ClF6N3O5S2)?

0

***

> What is the largest force on an atom in the sixth record?

0.092 hartree/bohr

***

> Look up the largest force on an atom of the sixth one.

0.092 hartree/bohr